# 1
Computed, not measured: a molecular structure, C14H37BrN3O4Sr at a distorted geometry, with ωB97M-V/def2-TZVPD.

The energy relative to the best compared isomer or geometry (same formula, charge and spin) comes out at 0.00 kcal/mol. For the lowest unoccupied orbital energy, the calculation gives -2.53 eV. The calculation puts the frontier orbital gap at 8.2914 eV. The HOMO energy is -10.82 eV. The value obtained for the molar mass is 478.99 g/mol. As for the charge: +1.

Structure (XYZ):
```
60
Properties=species:S:1:pos:R:3:forces:R:3
Sr -0.8519 0.2235 -0.0101 -0.044 -0.482 1.031
Br -2.5512 0.3884 2.3963 0.126 0.026 -0.253
C 4.2303 -1.8754 3.3276 0.141 0.041 0.205
O 2.9831 -1.5080 2.7691 -0.043 -0.100 0.029
C 2.2688 -0.5903 3.5765 0.062 0.189 -0.150
C 1.0211 -0.1902 2.8049 -0.008 -0.780 0.927
N 1.3416 0.2652 1.4402 0.312 0.637 0.694
C 1.8492 1.6529 1.5173 0.408 0.081 -0.080
C 2.0663 2.2667 0.1523 -0.418 -0.214 0.072
O 0.8720 2.0744 -0.6112 0.286 0.081 0.022
C 0.8581 2.8852 -1.7692 0.160 0.391 -0.156
H 4.9616 -1.0625 3.2446 -0.061 -0.013 -0.047
H 4.5958 -2.7485 2.7942 -0.001 0.020 -0.075
H 4.1357 -2.1298 4.3891 -0.081 -0.036 -0.070
H 2.9034 0.2815 3.7913 -0.012 -0.054 0.065
H 1.9773 -1.0468 4.5278 0.059 0.004 0.029
H 0.4622 0.5319 3.4022 0.066 0.364 -0.400
H 0.3523 -1.0555 2.8142 0.102 -0.014 -0.526
H 2.1429 -0.3117 1.1820 -0.185 -0.119 -0.219
H 2.8070 1.7231 2.0497 -0.064 -0.081 0.020
H 1.1526 2.2667 2.0918 -0.203 -0.122 -0.118
H 2.9006 1.8086 -0.3903 0.077 0.040 0.079
H 2.2560 3.3370 0.2800 0.092 -0.022 -0.117
H 0.0263 2.5856 -2.3989 -0.016 -0.067 -0.010
H 1.7980 2.7923 -2.3232 -0.066 -0.104 -0.026
H 0.7308 3.9435 -1.5100 -0.016 -0.110 0.048
C -3.9953 1.5029 -3.3660 -0.154 0.093 -0.631
C -2.8722 1.3751 -2.3717 0.611 -0.478 0.225
C -3.0010 2.4017 -1.2754 -0.469 0.163 0.211
O -1.8369 2.4290 -0.4687 -0.264 0.258 -0.388
C -1.8207 3.5328 0.4309 0.080 0.170 -0.004
N -2.7034 -0.0224 -1.8401 -0.554 0.599 -0.658
H -3.9168 2.4414 -3.9200 -0.092 0.040 0.158
H -4.9795 1.4554 -2.8996 0.004 -0.029 0.073
H -3.9328 0.7177 -4.1234 -0.049 -0.059 0.115
H -1.9185 1.5830 -2.8728 -0.090 0.040 -0.117
H -3.8676 2.2020 -0.6307 -0.037 -0.037 -0.093
H -3.1573 3.3718 -1.7609 0.064 0.059 0.124
H -2.7991 3.6661 0.8925 0.026 -0.077 0.093
H -1.5358 4.4489 -0.0980 -0.074 -0.067 -0.038
H -1.0839 3.3219 1.2011 -0.046 -0.042 0.057
H -2.5750 -0.5769 -2.6840 0.069 -0.258 0.212
H -3.5996 -0.3394 -1.4684 0.070 0.059 0.147
C 1.1788 -3.5389 -2.4754 -0.435 -0.320 0.158
C 0.1853 -2.6826 -1.6733 0.297 0.131 -0.123
C 0.1013 -3.2372 -0.2542 -0.319 -0.047 -0.110
O -0.6946 -2.4329 0.6016 0.096 0.362 -0.526
C -1.1623 -3.1553 1.7353 0.156 -0.195 0.251
N 0.5089 -1.2221 -1.7129 0.289 -0.559 -0.238
H 1.5162 -3.0226 -3.3714 0.093 0.038 0.013
H 0.7079 -4.4714 -2.7975 -0.031 0.089 -0.001
H 2.0256 -3.8441 -1.8588 0.177 0.268 -0.091
H -0.8037 -2.7882 -2.1240 -0.056 0.142 0.043
H 1.0928 -3.3797 0.1915 0.042 0.057 -0.033
H -0.3783 -4.2185 -0.3606 0.197 -0.076 0.134
H -1.8971 -3.9063 1.4329 -0.074 0.109 0.001
H -1.5951 -2.4346 2.4238 -0.154 -0.005 -0.066
H -0.3341 -3.6778 2.2297 0.014 0.118 -0.057
H 0.3373 -0.8992 -2.6630 -0.020 -0.065 0.013
H 1.5164 -1.1076 -1.6066 -0.041 -0.034 0.174
```
Forces are in eV/Å.

# 2
Computed, not measured: a single C8H9N molecule at a distorted geometry, with ωB97M-V/def2-TZVPD.

The energy relative to the best compared isomer or geometry (same formula, charge and spin) comes out at 80.80 kcal/mol. For the lowest unoccupied orbital energy, the calculation gives -0.36 eV. The calculation puts the frontier orbital gap at 8.1693 eV. The HOMO energy is -8.52 eV. The value obtained for the molar mass is 119.17 g/mol. As for the charge: 0.

Structure (XYZ):
```
18
Properties=species:S:1:pos:R:3:forces:R:3
C 0.0804 -2.3020 -2.3000 -0.240 0.503 0.778
C -0.4164 -1.3041 -1.3000 0.857 2.398 1.216
C 0.3051 -0.1445 -1.1025 0.039 -2.343 -0.632
C 0.1378 0.7232 -0.0159 1.617 3.005 1.117
C 0.6345 1.8157 0.6251 -1.206 -2.991 -1.694
C 1.7267 2.6427 0.7856 1.584 0.169 0.741
N 2.7546 3.1169 1.0417 -0.873 0.121 -0.397
C -0.6675 1.2348 1.0886 -1.964 2.384 -1.806
C -0.8284 0.4933 2.3330 -3.471 -0.635 0.939
H 0.5512 -3.0770 -1.6519 -0.102 0.102 -1.115
H 0.7635 -1.7351 -2.9333 0.489 -0.517 0.153
H -0.6712 -2.6791 -2.9833 -0.294 -0.469 0.281
H -1.1963 -1.4560 -0.5165 0.352 -0.345 -1.086
H 1.2411 0.0508 -1.6420 -0.560 -0.183 -0.299
H -1.5367 1.8548 0.6502 0.655 -1.038 1.411
H 0.0654 0.0113 2.5857 1.346 -0.490 0.863
H -1.6037 -0.3088 2.1945 0.702 0.338 -0.186
H -1.3401 1.0630 3.1410 1.069 -0.009 -0.284
```
Forces are in eV/Å.

# 3
Computed, not measured: 2 unconnected molecules or ions with the total composition C7H14F3O4P at a distorted geometry, with ωB97M-V/def2-TZVPD.

The energy relative to the best compared isomer or geometry (same formula, charge and spin) comes out at 0.00 kcal/mol. For the lowest unoccupied orbital energy (alpha / beta), the calculation gives -1.01 / -0.23 eV. The calculation puts the frontier orbital gap (alpha / beta) at 7.3734 / 8.4243 eV. The HOMO energy (alpha / beta) is -8.38 / -8.65 eV. The value obtained for the molar mass is 250.15 g/mol. As for the charge: 0.

Structure (XYZ):
```
29
Properties=species:S:1:pos:R:3:forces:R:3
C 3.0580 1.5433 -0.8249 1.019 0.360 0.130
C -0.8855 1.4579 3.7350 -0.938 -1.122 1.362
C -0.6730 -1.2153 -3.1815 1.457 1.660 -1.021
C 2.1836 1.1755 0.4027 2.454 -0.450 0.325
C -1.6859 0.8754 2.4942 1.505 1.796 0.437
C -0.4285 -1.8096 -1.8503 -0.701 0.850 0.309
C -1.6559 -2.3505 -1.2689 -0.929 -1.119 0.287
O -0.8095 1.8540 -0.2889 0.297 -0.566 -0.025
O 0.6533 -2.5656 -1.6314 -0.053 -0.677 0.283
O 1.2359 0.2187 0.0023 -1.519 -0.676 -0.106
O -0.7839 0.1567 1.6286 0.611 -0.765 -0.329
F -1.4460 -2.7175 0.0058 -0.354 -0.030 0.383
F -2.0403 -3.5076 -1.9135 0.303 0.116 0.083
F -2.7065 -1.5511 -1.3744 -0.113 0.330 0.463
P -0.3638 0.4849 0.0926 -0.068 -0.073 -0.214
H 3.9379 2.2427 -0.5841 -1.508 -0.731 0.047
H 3.5931 0.5899 -1.0593 -0.716 0.752 -0.753
H 2.4469 2.0555 -1.6628 0.981 -1.305 1.274
H 0.1854 1.6151 3.4990 -0.698 0.027 -0.063
H -1.3874 2.4649 3.9844 0.912 -1.645 0.004
H -0.9206 0.7055 4.6560 0.026 1.780 -1.814
H -1.6098 -0.5970 -3.2425 1.180 -0.544 0.307
H -0.7206 -1.9790 -3.9620 -0.124 -0.295 0.136
H 0.2478 -0.6102 -3.4629 -1.259 -0.374 0.266
H 1.7023 2.0580 0.7254 -0.569 0.941 0.861
H 2.8125 0.6631 1.2455 -1.003 1.247 -1.433
H -1.8931 1.8616 1.9809 -1.028 -1.618 0.058
H -2.4784 0.1549 2.8270 0.402 1.169 -0.678
H 0.4321 -3.2738 -0.9721 0.433 0.959 -0.580
```
Forces are in eV/Å.

# 4
Computed, not measured: a molecular structure, C10H30BaN3O14 at a distorted geometry, with ωB97M-V/def2-TZVPD.

The energy relative to the best compared isomer or geometry (same formula, charge and spin) comes out at 0.00 kcal/mol. For the lowest unoccupied orbital energy, the calculation gives 1.15 eV. The calculation puts the frontier orbital gap at 6.2028 eV. The HOMO energy is -5.05 eV. The value obtained for the molar mass is 553.69 g/mol. As for the charge: -1.

Structure (XYZ):
```
58
Properties=species:S:1:pos:R:3:forces:R:3
Ba 0.4330 0.2733 0.2456 2.194 0.995 -0.510
N 1.9026 3.3097 -1.8588 -0.321 -0.347 -0.845
O 1.5435 2.5315 -0.9286 -0.168 -0.215 0.419
O 1.0346 4.0804 -2.3445 0.098 0.126 0.188
O 3.0327 3.2523 -2.3250 -0.148 0.179 0.343
N 3.1317 1.6848 2.4552 -0.111 -0.092 0.321
O 4.0408 2.2517 1.8695 0.000 -0.004 -0.049
O 2.7518 2.0462 3.5869 -0.089 0.034 -0.024
O 2.5507 0.6800 1.9198 -0.383 -0.079 -0.156
N 3.6679 -0.8133 -1.7649 0.255 -0.775 0.143
O 4.6090 -0.1954 -1.2904 -0.313 -0.031 -0.194
O 2.5062 -0.7229 -1.2321 -0.573 0.026 0.060
O 3.8045 -1.6157 -2.7150 -0.128 0.362 0.129
C -3.4613 -1.9787 2.4665 -0.093 0.018 -0.088
C -2.3112 -0.9808 2.4644 -0.541 0.118 -0.243
O -2.0622 -0.5169 1.1175 -0.456 -0.236 0.454
H -3.3523 -2.6766 1.6334 0.015 -0.067 0.071
H -4.4109 -1.4454 2.3599 0.037 -0.030 -0.168
H -3.5569 -2.5547 3.3869 0.264 0.059 0.054
H -1.3790 -1.4040 2.8234 0.043 -0.002 0.040
H -2.6066 -0.1213 3.0712 0.331 -0.017 0.152
H -2.9072 -0.5678 0.6598 0.056 0.096 -0.120
C -1.5639 1.1135 -3.8823 0.206 -0.060 -0.032
C -1.5616 2.0955 -2.7230 0.017 -0.565 0.043
O -1.4559 1.3939 -1.4559 -0.423 0.012 -0.049
H -0.7801 0.3678 -3.7357 0.066 0.090 -0.029
H -1.3528 1.6481 -4.8106 -0.034 -0.041 -0.007
H -2.5104 0.5794 -4.0025 -0.058 0.073 0.105
H -2.5015 2.6518 -2.7193 0.200 0.334 0.020
H -0.6917 2.7503 -2.7613 -0.115 0.170 0.036
H -2.3487 1.2091 -1.1524 0.005 0.016 -0.011
C -1.5308 -3.9267 -1.1668 -0.799 -0.270 0.416
C -1.6240 -2.5005 -1.6530 0.190 0.215 -0.607
O -0.4013 -1.8057 -1.4374 -0.315 -0.063 0.086
H -1.4792 -3.9291 -0.0745 0.469 -0.012 -0.066
H -0.6909 -4.4626 -1.6033 0.141 0.060 0.069
H -2.4371 -4.5060 -1.3813 0.046 0.181 -0.283
H -2.4106 -1.9526 -1.1337 0.128 0.006 0.235
H -1.8910 -2.4127 -2.7140 0.060 -0.308 0.007
H 0.3030 -2.2290 -1.9455 0.198 0.241 0.008
C 3.1972 -2.8009 1.3876 0.464 0.096 0.276
C 1.7849 -3.0620 0.9229 0.466 0.019 -0.145
O 0.8887 -2.1077 1.5210 -0.467 -0.452 0.017
H 3.2519 -2.8695 2.4799 0.016 0.015 -0.033
H 3.5395 -1.8054 1.0984 -0.242 0.076 0.006
H 3.9318 -3.5011 0.9828 -0.256 -0.169 -0.103
H 1.4536 -4.0780 1.1620 -0.049 0.016 0.019
H 1.7236 -2.9194 -0.1540 -0.096 0.090 0.015
H 0.8337 -2.3145 2.4584 0.233 0.184 0.063
C -0.5313 4.5372 0.8202 -0.206 0.079 0.170
C 0.2094 3.6567 1.8014 0.322 0.064 0.153
O -0.4201 2.3550 1.8812 -0.042 -0.030 -0.006
H -0.0367 5.4958 0.6581 0.171 -0.080 0.073
H -1.5342 4.7639 1.2057 -0.017 -0.084 -0.131
H -0.5921 4.0337 -0.1438 0.005 0.029 -0.034
H 0.2712 4.0700 2.8122 -0.147 0.072 -0.059
H 1.2414 3.4929 1.4955 -0.108 -0.189 -0.192
H -1.2454 2.4524 2.3626 0.002 0.066 -0.009
```
Forces are in eV/Å.